{
  "formula": "C30H70N10O10",
  "method": "ωB97M-V/def2-TZVPD",
  "symbols": ["C", "N", "C", "C", "O", "H", "H", "H", "H", "H", "H", "H", "C", "N", "C", "C", "O", "H", "H", "H", "H", "H", "H", "H", "C", "N", "C", "C", "O", "H", "H", "H", "H", "H", "H", "H", "C", "N", "C", "C", "O", "H", "H", "H", "H", "H", "H", "H", "C", "N", "C", "C", "O", "H", "H", "H", "H", "H", "H", "H", "C", "N", "C", "C", "O", "H", "H", "H", "H", "H", "H", "H", "C", "N", "C", "C", "O", "H", "H", "H", "H", "H", "H", "H", "C", "N", "C", "C", "O", "H", "H", "H", "H", "H", "H", "H", "C", "N", "C", "C", "O", "H", "H", "H", "H", "H", "H", "H", "C", "N", "C", "C", "O", "H", "H", "H", "H", "H", "H", "H"],
  "coordinates": [[0.857558, 1.659926, -0.001997], [0.516848, 0.385529, 0.614053], [-0.189565, -0.563240, -0.020741], [-0.527785, -1.767958, 0.794989], [-0.654489, -0.440613, -1.159597], [1.933724, 1.815780, 0.117053], [0.358186, 2.477804, 0.513090], [0.682719, 1.611919, -1.071147], [1.123314, 0.065369, 1.362584], [0.059512, -1.771991, 1.717541], [-0.353172, -2.688901, 0.241185], [-1.582732, -1.810799, 1.052876], [1.425490, -0.293836, -3.862145], [1.676218, -1.366834, -4.796905], [1.581577, -1.181476, -6.159056], [1.839509, -2.390984, -7.004085], [1.343156, -0.115885, -6.651187], [2.321867, 0.283752, -3.619272], [1.009173, -0.693471, -2.930413], [0.656043, 0.367482, -4.249382], [2.225921, -2.141315, -4.472118], [0.964924, -2.598461, -7.613862], [2.152619, -3.280203, -6.462892], [2.648145, -2.120079, -7.689061], [2.451350, -3.302895, 3.489426], [3.521715, -2.326989, 3.435678], [3.285391, -1.013974, 3.189177], [4.481580, -0.091077, 3.194083], [2.163101, -0.594065, 2.865931], [2.885433, -4.289864, 3.629433], [1.907883, -3.318531, 2.544548], [1.757112, -3.094625, 4.300803], [4.468130, -2.575582, 3.648604], [4.360292, 0.585000, 4.041157], [4.481368, 0.469932, 2.266898], [5.417239, -0.630882, 3.321133], [-2.302754, 7.071814, 0.957157], [-2.604769, 5.684130, 1.220250], [-1.780279, 4.700664, 0.818567], [-2.212336, 3.311573, 1.180969], [-0.736831, 4.950622, 0.227207], [-2.530577, 7.317976, -0.084421], [-1.249662, 7.286817, 1.132336], [-2.914502, 7.725653, 1.571843], [-3.330684, 5.503262, 1.885794], [-1.930419, 2.633678, 0.375888], [-3.265748, 3.215970, 1.422988], [-1.607826, 2.978056, 2.032540], [-2.014561, -1.675041, -3.930072], [-1.717953, -2.631346, -4.988056], [-0.922520, -3.730174, -4.918229], [-0.241188, -4.065973, -3.624990], [-0.686211, -4.405776, -5.914830], [-1.892911, -2.125324, -2.953229], [-3.056050, -1.356467, -4.028994], [-1.415719, -0.766074, -4.020696], [-2.059618, -2.440381, -5.914908], [-0.869854, -4.131277, -2.730423], [0.560650, -3.347826, -3.451941], [0.157738, -5.073263, -3.713692], [-1.373874, -3.655066, 5.029910], [-2.472055, -2.860534, 4.516642], [-2.898121, -2.924950, 3.230051], [-3.995662, -1.963828, 2.889376], [-2.449956, -3.724173, 2.406633], [-0.482385, -3.046758, 5.215138], [-1.098290, -4.400902, 4.286069], [-1.649014, -4.157105, 5.956207], [-2.830542, -2.179977, 5.159419], [-4.336632, -1.373941, 3.741705], [-4.805165, -2.458090, 2.361861], [-3.621336, -1.205429, 2.186471], [-1.112487, -0.053421, 4.111245], [-0.184326, 1.021449, 3.847081], [-0.431347, 2.311292, 4.181099], [0.610527, 3.318145, 3.746772], [-1.405659, 2.652784, 4.823812], [-0.554917, -0.984264, 4.233912], [-1.762137, -0.236810, 3.240943], [-1.733561, 0.180899, 4.968979], [0.661822, 0.821865, 3.339699], [0.111210, 4.074808, 3.146968], [1.429517, 2.860497, 3.190878], [1.010767, 3.776705, 4.649738], [-1.578439, 2.841820, -2.865835], [-2.151288, 1.835113, -2.040205], [-3.433104, 1.851487, -1.648324], [-3.865760, 0.621447, -0.887282], [-4.160846, 2.815489, -1.773974], [-0.921198, 3.505365, -2.283814], [-2.348634, 3.461922, -3.307721], [-0.938450, 2.381340, -3.619869], [-1.617751, 0.992503, -1.809647], [-4.723732, 0.859424, -0.266092], [-3.043210, 0.233970, -0.283765], [-4.185894, -0.160664, -1.580411], [-0.026679, 7.891049, -1.836480], [0.840341, 6.825454, -1.451010], [1.991799, 6.575104, -2.136172], [2.885482, 5.513792, -1.554717], [2.341299, 7.191779, -3.124070], [-0.455956, 7.787363, -2.839726], [0.448454, 8.869856, -1.758338], [-0.888518, 7.929990, -1.166608], [0.430986, 6.081472, -0.880466], [3.849246, 5.982550, -1.367212], [3.004036, 4.732432, -2.301369], [2.508172, 5.105720, -0.622213], [1.039364, -5.248968, 0.133482], [1.725708, -6.409302, 0.638995], [3.081875, -6.447755, 0.695854], [3.692034, -7.736295, 1.169349], [3.756827, -5.518947, 0.343065], [1.286145, -5.129825, -0.924909], [1.409035, -4.353802, 0.641012], [-0.042329, -5.260363, 0.217914], [1.182702, -7.108061, 1.111382], [3.978336, -7.672202, 2.217781], [4.601778, -7.905438, 0.592198], [3.077029, -8.617270, 0.981151]],
  "forces_ev_per_a": [[0.8294, -0.3346, 0.3194], [0.4390, 0.0272, -0.1998], [-0.9103, -0.0380, -0.3880], [0.5612, -0.4920, 0.4372], [0.2529, 0.1148, 0.2227], [-0.0225, 0.0499, 0.0268], [-0.1930, 0.1110, -0.4002], [-0.4013, 0.2206, -0.0212], [-0.2923, 0.0535, 0.0753], [-0.1304, -0.2001, -0.0104], [0.1504, 0.0705, -0.1037], [-0.0914, 0.3065, -0.0648], [-0.1158, -0.0607, 0.5386], [-0.1742, 0.1054, -0.2538], [0.7047, -0.9791, 0.9183], [0.5938, -0.0885, -0.3943], [-0.7132, 1.3164, -0.4284], [-0.0415, 0.0927, -0.1386], [0.1799, -0.0704, -0.1279], [0.1576, 0.1086, -0.2838], [-0.1157, -0.1841, -0.0540], [-0.1072, -0.1314, 0.1041], [-0.2405, -0.0619, 0.1180], [-0.0954, -0.0253, -0.0126], [0.1548, -0.2130, -0.2718], [-0.3455, 1.1211, 0.1208], [-0.2309, -0.3632, -0.9436], [-0.2678, -0.3734, 0.5119], [0.4725, -0.3590, 0.5258], [0.0253, 0.0143, 0.0630], [-0.0468, 0.0922, 0.0702], [-0.0269, 0.0637, 0.0324], [0.0465, -0.2673, 0.0690], [0.0546, 0.1593, -0.1187], [0.0537, 0.1226, -0.0436], [0.0679, 0.0440, -0.0888], [0.0215, 0.2699, -0.4189], [-0.0686, 0.5191, 0.2462], [-0.2816, 0.1056, 0.2381], [0.6803, -0.5273, 0.1296], [0.1732, -0.2461, -0.2220], [0.0551, -0.0684, 0.0959], [0.0206, -0.0154, 0.0530], [-0.0318, -0.1288, 0.1869], [-0.1761, -0.3607, -0.0806], [-0.2481, 0.1185, -0.1456], [-0.0539, 0.0508, -0.0362], [-0.2590, 0.1334, 0.0487], [-0.3270, 0.0876, -0.5512], [0.0433, -0.1557, 0.3911], [0.1469, 0.0322, -0.6330], [-0.0846, -0.5047, 0.7574], [-0.2408, 0.1988, 0.1854], [0.1693, 0.0629, 0.1017], [0.0190, -0.1251, 0.0770], [0.1852, -0.1531, 0.1795], [-0.0118, 0.0230, -0.0718], [-0.1755, 0.5077, -0.2109], [-0.0418, -0.0361, 0.1286], [0.2893, 0.1003, -0.3009], [0.2364, -0.1463, -0.2642], [0.5902, -0.4238, 0.2924], [0.0016, -0.6612, -0.3648], [0.0860, 0.9764, -0.3844], [-0.1351, 0.6050, 0.6997], [-0.1197, 0.0768, 0.0533], [-0.1622, -0.0035, 0.0035], [-0.0551, 0.0020, -0.0037], [-0.3381, 0.1984, -0.2544], [-0.2399, -0.3158, 0.0505], [-0.1136, -0.1657, 0.2156], [0.1278, -0.2910, -0.0004], [0.1607, -0.2445, -0.7923], [0.0419, 0.3019, -0.0180], [0.2869, -0.2198, 0.1816], [0.0290, -0.3409, 0.1332], [-0.4746, 0.0866, 0.0506], [0.0071, 0.1630, 0.3021], [-0.0067, 0.2316, 0.2049], [0.0733, 0.0239, 0.1485], [-0.0205, -0.2141, 0.0746], [0.1362, 0.1354, -0.0448], [-0.0262, 0.0941, -0.0933], [-0.0172, 0.1435, -0.0576], [1.0402, 0.6795, 0.0548], [0.0423, -1.2300, 0.0946], [0.0611, 0.0906, 0.8951], [-0.1832, -0.3256, -0.0817], [-0.5707, 0.4756, -0.3968], [-0.1644, 0.0099, -0.0198], [-0.1320, -0.0848, -0.1643], [-0.2080, 0.0457, -0.2167], [-0.0213, 0.3905, -0.2541], [0.0222, 0.1306, 0.0825], [-0.0776, -0.0903, -0.0182], [0.1381, -0.0116, -0.0049], [-1.0435, 0.6252, -0.2294], [0.2110, -0.6902, 0.1851], [-0.1570, 0.0614, 0.2121], [-0.1121, -0.1029, 0.0512], [-0.1314, 0.3738, -0.0918], [0.3332, -0.0258, -0.0536], [0.2361, -0.1198, -0.1708], [0.2619, -0.1695, 0.0418], [0.3095, 0.4241, -0.0715], [0.0859, -0.0844, -0.0647], [0.1439, -0.1127, 0.0364], [-0.0894, -0.1452, 0.0703], [0.5644, 0.8641, -0.4666], [-0.6601, -0.2956, 0.3455], [-0.7713, -0.9282, 0.1472], [0.3674, -0.5566, -0.2320], [0.7959, 1.2388, -0.3876], [-0.0500, 0.0992, 0.0219], [-0.0806, 0.0185, -0.0735], [-0.0261, -0.5096, 0.2982], [0.1087, -0.2231, -0.0744], [-0.1032, -0.0422, 0.0601], [0.0494, 0.2187, 0.1004], [-0.2425, 0.1492, 0.2892]],
  "de_lowest_ev": 0.750,
  "total_charge": 0,
  "max_force_ev_per_a": 1.56,
  "homo_lumo_gap_ha": 0.3286,
  "smiles": "CNC(C)=O.CNC(C)=O.CNC(C)=O.CNC(C)=O.CNC(C)=O.CNC(C)=O.CNC(C)=O.CNC(C)=O.CNC(C)=O.CNC(C)=O",
  "e_lumo_ev": -0.024
}